--- P ---
36
Properties=species:S:1:pos:R:3 method="wB97M-V/def2-TZVPD" homo_energy_ha=-0.411
O -0.0923 -3.3986 -4.3386
H 0.5197 -2.8382 -3.8614
H 0.4640 -3.9355 -4.9030
O -1.4353 -6.2516 0.2140
H -0.6200 -5.8434 0.5056
H -1.6920 -5.7492 -0.5593
O 3.4148 -0.9238 -3.0307
H 3.9353 -0.6010 -3.7663
H 4.0357 -1.4195 -2.4967
O -3.1300 4.6329 0.9812
H -3.4652 5.4091 1.4300
H -2.2148 4.5738 1.2552
O -0.2413 2.1968 -3.3179
H 0.2536 1.3830 -3.2223
H -0.0924 2.6660 -2.4970
O -4.8668 0.5976 1.5718
H -5.4614 0.7043 2.3143
H -4.4994 1.4702 1.4312
O -4.5149 -2.6171 -2.7160
H -3.6338 -2.7158 -3.0768
H -4.5819 -1.6875 -2.4975
O 0.0842 3.7653 5.2162
H 0.3427 3.8089 4.2957
H -0.4639 2.9827 5.2747
O 5.2659 0.9916 2.1259
H 5.2363 1.7132 1.4977
H 6.1245 0.5908 1.9908
O 1.3654 4.2561 0.8662
H 2.0632 4.0414 0.2472
H 1.1188 5.1548 0.6476
O -0.0786 -0.6935 0.9358
H 0.0948 0.0956 1.4492
H -1.0298 -0.7956 0.9666
O 2.7263 -4.1589 1.4803
H 2.2743 -3.3780 1.1607
H 2.7940 -4.0267 2.4260



--- Q ---
36
Properties=species:S:1:pos:R:3 method="wB97M-V/def2-TZVPD" homo_energy_ha=-0.356
O 0.1159 0.4832 4.0807
H 0.0911 1.0737 4.8389
H 0.0550 1.0803 3.2957
O -0.8415 2.1148 2.0259
H -1.5570 1.4681 2.0230
H -0.3648 1.9650 1.1962
O -2.3409 2.1647 -2.2076
H -2.3220 1.2382 -1.9362
H -2.7535 2.1586 -3.0783
O 2.2663 1.3747 1.2158
H 1.4835 1.4112 0.6591
H 2.8907 0.8401 0.7097
O 0.5594 3.0256 -0.7520
H -0.0678 2.4208 -1.1711
H 0.8999 3.5584 -1.4768
O 2.0368 -0.3333 -2.6693
H 2.1790 -0.5645 -1.7337
H 1.1043 -0.5193 -2.8336
O -2.4978 -1.1511 -1.6181
H -2.4464 -2.0332 -2.0116
H -3.4439 -0.9842 -1.5141
O -0.9624 -2.4254 2.0985
H -1.2954 -3.2333 1.6899
H -1.5679 -2.2469 2.8290
O -0.7401 -0.5194 -4.0505
H -1.1345 0.1089 -4.6648
H -1.4779 -0.8433 -3.5163
O 1.8572 -2.1573 2.5093
H 1.6408 -1.7095 3.3364
H 0.9945 -2.2446 2.0693
O -0.1207 -0.0847 -0.0547
H -0.7675 -0.5125 -0.6347
H -0.2780 -0.4756 0.8162
O 2.8006 -1.1283 0.0747
H 2.3747 -1.7826 0.6586
H 3.6302 -1.5371 -0.2031



--- R ---
36
Properties=species:S:1:pos:R:3 method="wB97M-V/def2-TZVPD" homo_energy_ha=-0.402
O 1.9312 -2.2537 1.8664
H 1.6440 -1.3009 1.8870
H 2.4343 -2.3305 2.5931
O -2.5843 -0.9044 2.5666
H -2.6251 -1.0285 3.4189
H -2.4342 -1.7839 2.2907
O -0.3421 -2.4081 -2.2933
H -0.1616 -2.5657 -3.1037
H 0.4323 -1.9010 -1.9807
O -0.5645 3.7271 0.8217
H -0.9394 2.7936 0.6087
H -0.7207 3.7405 1.7355
O 0.3476 0.0173 -0.4873
H 0.6623 0.5587 -1.2743
H -0.2983 0.5118 0.0472
O -3.1059 -0.1672 -1.9047
H -2.3006 -0.2161 -2.4778
H -3.2748 -1.1279 -1.6468
O 2.6129 -1.6286 -1.8429
H 3.1888 -2.3050 -1.7267
H 2.0245 -1.6112 -1.0242
O -1.9059 1.5832 0.8536
H -2.2475 1.1759 1.5217
H -2.2912 1.5061 -0.0252
O 1.1615 1.2191 -2.6399
H 1.9590 0.6238 -2.5825
H 1.4279 2.0026 -2.0618
O -1.2859 -2.8272 1.3947
H -0.9871 -2.5922 0.4845
H -0.3956 -2.7627 1.8092
O 1.6958 3.1334 -0.8653
H 2.4355 3.6650 -0.4250
H 1.0246 3.4953 -0.2471
O 1.4545 0.5976 1.8104
H 0.6111 0.3884 2.0838
H 1.4166 0.9752 0.8155



Relative energies in hartree: P 0.0482; Q 0.0000; R 0.0650



--- P ---
36
Properties=species:S:1:pos:R:3 method="wB97M-V/def2-TZVPD" homo_energy_ha=-0.341
O -0.3244 1.9478 -2.4517
H -0.1811 2.3736 -1.5829
H -0.5598 2.6658 -3.0492
O -0.0301 -0.6980 0.1898
H -0.9605 -0.4671 -0.0060
H 0.4247 0.1465 0.2903
O 1.6684 -2.3295 -1.3423
H 1.2752 -3.2050 -1.2631
H 1.0767 -1.7348 -0.8435
O -2.9873 -1.1311 2.5043
H -3.0104 -0.2662 2.0789
H -3.7305 -1.6149 2.1229
O -2.5294 -0.0080 -0.8580
H -2.9687 0.2743 -1.6681
H -3.1990 -0.5230 -0.3882
O 3.7166 -0.6766 -0.4491
H 4.1434 0.1653 -0.2594
H 3.0941 -0.8079 0.2949
O -1.3305 -0.0001 -3.7413
H -2.1676 -0.3909 -4.0165
H -1.4636 0.2782 -2.8239
O -0.3919 -2.2822 2.6789
H -0.3381 -2.0863 1.7277
H -0.0309 -3.1724 2.7661
O 2.3758 0.7224 -2.7941
H 2.7245 1.6083 -2.6578
H 1.4143 0.8168 -2.6904
O 2.2264 -1.0395 1.8776
H 2.0068 -0.1896 2.2757
H 1.8522 -1.6889 2.4827
O -0.4565 0.6468 3.7704
H -0.0154 1.2305 4.3991
H -0.3062 1.0538 2.9111
O -0.0774 3.1849 0.0677
H -1.0326 3.0822 0.1837
H 0.0930 4.1147 0.2637



--- Q ---
36
Properties=species:S:1:pos:R:3 method="wB97M-V/def2-TZVPD" homo_energy_ha=-0.390
O -18.3927 -10.7257 11.4131
H -19.1165 -10.1280 11.6004
H -18.6723 -11.2040 10.6325
O -16.4131 -12.0727 14.7931
H -16.4169 -11.1166 14.8389
H -17.3115 -12.3053 14.5585
O -16.5995 -10.0031 9.2717
H -17.4419 -10.4511 9.3480
H -15.9836 -10.5693 9.7369
O -12.9868 -9.7455 10.1511
H -12.2735 -10.3198 9.8724
H -13.7553 -10.3154 10.1826
O -14.4693 -12.4489 13.0743
H -14.9737 -12.1933 13.8466
H -15.0164 -13.1000 12.6351
O -17.0529 -9.5387 15.0007
H -16.8421 -9.4033 14.0768
H -17.7138 -8.8745 15.1959
O -17.6692 -6.5322 11.6280
H -17.0006 -6.0175 11.1760
H -17.8973 -6.0080 12.3958
O -15.9695 -9.1788 12.3326
H -16.7316 -8.9097 11.8198
H -15.8222 -10.0911 12.0831
O -14.6659 -11.6005 10.6697
H -14.5628 -12.4947 10.3443
H -14.2714 -11.6154 11.5417
O -17.8534 -7.8220 8.8268
H -17.3436 -8.6318 8.8026
H -17.8092 -7.5378 9.7398
O -19.4942 -8.1475 12.8932
H -18.8861 -7.6317 12.3636
H -19.2860 -7.9104 13.7969
O -13.8440 -7.6107 13.7576
H -14.3460 -6.7964 13.7910
H -14.4767 -8.2712 13.4755



Relative energies in hartree: P 0.0369; Q 0.0000



--- P ---
9
Properties=species:S:1:pos:R:3 method="wB97M-V/def2-TZVPD" homo_energy_ha=-0.387
O 0.6774 -1.0177 1.8053
C 0.0165 -0.4085 0.8958
O -1.3868 -0.5521 0.7348
C 0.7894 0.3218 -0.0491
N 0.7512 0.6406 -1.3643
O -0.5475 0.8972 -1.6709
H -1.3643 -0.1385 -0.2263
H 1.9187 0.2602 0.3537
H -0.5932 1.2949 -2.6100



--- Q ---
9
Properties=species:S:1:pos:R:3 method="wB97M-V/def2-TZVPD" homo_energy_ha=-0.335
C 0.9591 0.7806 0.2040
C -1.2230 1.1341 -0.1068
N 0.9558 -0.4304 0.7012
O 1.7679 1.4525 -0.3715
O -1.9407 0.1594 -0.6512
O -2.0477 0.4771 0.7820
H -1.6138 2.1628 -0.4465
H 0.0552 -0.7904 0.8420
H 1.7544 -1.0221 0.8625



--- R ---
9
Properties=species:S:1:pos:R:3 method="wB97M-V/def2-TZVPD" homo_energy_ha=-0.380
O 1.8309 -1.9721 0.5303
C 1.0611 -1.3893 -0.1711
N 0.1182 -0.4951 0.3327
O -0.5175 0.2798 -0.6332
C -1.1113 1.3735 -0.0725
O -1.0108 1.7259 1.0739
H 0.9941 -1.4879 -1.2926
H 0.3527 0.1164 1.1047
H -1.7175 1.8488 -0.8723



--- S ---
9
Properties=species:S:1:pos:R:3 method="wB97M-V/def2-TZVPD" homo_energy_ha=-0.346
O -4.1838 1.1642 0.6802
C -4.0110 0.3676 -0.1207
O -3.8673 -0.3662 -0.9416
C 0.1293 -0.4875 -0.2241
N -0.6120 -1.4068 0.5828
O -1.7413 -1.0773 0.7646
H 0.8760 -0.0012 0.4736
H 0.8789 -1.1600 -0.8362
H -0.4076 0.2413 -0.7982



Relative energies in hartree: P 0.0601; Q 0.1463; R 0.0000; S 0.0144



--- P ---
9
Properties=species:S:1:pos:R:3 method="wB97M-V/def2-TZVPD" homo_energy_ha=-0.372
N 0.7591 -0.5595 -0.4269
C -0.8843 1.3979 1.3463
C -0.4217 -0.1346 -0.8977
O 0.8926 -1.6604 0.3956
O -0.6657 2.4943 1.1938
O -0.5611 0.7925 -1.6550
H 0.4964 -1.4349 1.2649
H 1.6424 -0.1474 -0.7200
H -1.2577 -0.7478 -0.5010



--- Q ---
9
Properties=species:S:1:pos:R:3 method="wB97M-V/def2-TZVPD" homo_energy_ha=-0.371
O 3.5168 0.7604 3.4015
C 2.6637 0.6160 2.6394
N 1.6602 0.3833 1.9722
O 1.1886 0.5972 0.6059
C -0.1497 0.2292 0.1837
O -0.1622 -1.1112 -0.3049
H -0.2357 1.0600 -0.5578
H -0.9402 0.1120 1.0378
H 0.6778 -1.3725 -0.6443



--- R ---
9
Properties=species:S:1:pos:R:3 method="wB97M-V/def2-TZVPD" homo_energy_ha=-0.387
C -2.2137 0.0679 0.1155
C 0.7253 0.0067 -0.1147
N 0.3369 -0.7572 -1.0233
O 0.4105 1.3024 0.2791
O 1.5635 -0.4282 0.8851
O -2.2023 -0.3674 1.1504
H -0.2259 1.7393 -0.4386
H 1.9735 -1.3494 0.7440
H -0.3679 -0.2142 -1.5975



Relative energies in hartree: P 0.0474; Q 0.1004; R 0.0000



--- P ---
9
Properties=species:S:1:pos:R:3 method="wB97M-V/def2-TZVPD" homo_energy_ha="-0.348 / -0.348"
C 0.6231 0.4364 1.1158
C 0.3546 0.4784 -0.3034
N -0.9178 -0.9776 -1.0311
O -0.6128 -1.3426 -2.1167
O -1.7682 -1.2725 -0.2617
O -0.3276 1.3042 0.5164
H 0.2114 -0.3658 1.7135
H 1.5026 0.9292 1.5122
H 0.9348 0.8101 -1.1452



--- Q ---
9
Properties=species:S:1:pos:R:3 method="wB97M-V/def2-TZVPD" homo_energy_ha=-0.372
C 0.3190 0.3264 0.3181
C -0.7167 -0.3554 -0.1323
O -1.9050 -0.3610 0.5526
N -2.9903 -1.0906 0.0177
O -2.8082 -1.6527 -1.0072
O -3.9506 -1.0267 0.6976
H 1.2471 0.3228 -0.2202
H 0.2615 0.8945 1.2287
H -0.7143 -0.9449 -1.0407



Relative energies in hartree: P 0.0317; Q 0.0000



--- P ---
17
Properties=species:S:1:pos:R:3 method="wB97M-V/def2-TZVPD" homo_energy_ha=-0.317
C -1.6095 -2.4546 -1.6204
C -0.3642 -2.1674 -1.2672
C 1.3343 1.3241 1.7566
C 0.5796 1.6836 -0.5619
N 0.4610 0.8210 0.6652
Si -0.4060 -0.5688 0.6553
Cl -2.4088 -0.0045 0.7670
H -1.8014 -3.3329 -2.3518
H -2.4185 -1.9744 -1.1150
H 0.5005 -2.3854 -1.7363
H 1.0106 2.4277 1.9430
H 1.1196 0.8170 2.6377
H 2.3371 1.5300 1.3481
H 1.1012 1.1698 -1.2831
H -0.4122 1.7413 -1.0219
H 0.8165 2.6954 -0.4736
H 0.1600 -1.3220 1.6585



--- Q ---
17
Properties=species:S:1:pos:R:3 method="wB97M-V/def2-TZVPD" homo_energy_ha=-0.342
C 0.1226 -2.3280 0.1820
C -0.7716 -1.4117 -0.3117
Si -0.7205 0.5259 0.1679
C -0.7733 0.7480 2.0775
Cl -2.3449 1.2455 -0.6537
N 0.7576 1.1799 -0.3434
C 1.1428 1.0022 -1.7379
H 0.2595 -3.3627 -0.3025
H 0.7431 -2.0192 1.0568
H -1.2850 -1.7209 -1.3626
H -1.4709 0.0629 2.5668
H 0.1591 0.7278 2.6027
H -1.2444 1.6561 2.1637
H 1.6128 1.1878 0.2031
H 0.8076 1.6769 -2.4584
H 2.1974 0.8073 -1.7833
H 0.8082 0.0222 -2.0671



Relative energies in hartree: P 0.0973; Q 0.0000



--- P ---
13
Properties=species:S:1:pos:R:3 method="wB97M-V/def2-TZVPD" total_charge=+1 homo_energy_ha=-0.494
C -0.3327 0.0721 0.5229
C 0.2267 0.2853 -0.6545
C -0.0720 -2.1371 0.9835
C 0.3803 -2.2492 -0.3398
C -0.5530 -0.9183 1.4364
C 0.4509 -1.0113 -0.9305
N -0.1507 3.0796 -1.2953
H 0.1270 -2.8711 1.6660
H 0.8650 -3.2441 -0.7037
H -0.8563 -0.7757 2.4692
H 0.6382 3.6662 -1.6179
H 0.1368 2.3739 -0.6397
H -0.8602 3.7297 -0.8967



--- Q ---
13
Properties=species:S:1:pos:R:3 method="wB97M-V/def2-TZVPD" total_charge=+1 homo_energy_ha=-0.541
C 1.2441 -1.0504 0.2300
N 0.4933 -1.0690 1.2269
C -0.5145 -0.1373 1.1812
C -1.8593 0.4030 1.1895
C -0.7992 0.6836 0.0743
C -0.0821 0.7068 -1.0847
C 1.1459 -0.1028 -0.9217
H 2.0118 -1.8100 0.1206
H -2.2216 1.2154 1.9157
H -2.7438 -0.0989 1.0055
H -0.1702 1.3763 -2.0008
H 1.4557 -0.5854 -1.7935
H 2.0398 0.4687 -1.1430



--- R ---
13
Properties=species:S:1:pos:R:3 method="wB97M-V/def2-TZVPD" total_charge=+1 homo_energy_ha="-0.394 / -0.469"
C -0.3565 0.2722 1.1235
C 0.2300 -0.1790 2.1252
C 0.5223 -0.3689 3.4229
C 0.9160 -0.7240 4.6076
C -1.7612 -0.5396 -3.2141
C 0.4539 -0.1112 -2.2234
N -0.5992 -0.1804 -2.7558
H -0.6547 0.9054 0.2971
H 0.1328 -0.9471 5.3600
H 1.9841 -0.7892 4.9192
H -2.4017 0.3191 -3.6107
H -1.7448 -1.5647 -3.6152
H 1.3663 0.0643 -1.7568



--- S ---
13
Properties=species:S:1:pos:R:3 method="wB97M-V/def2-TZVPD" total_charge=+1 homo_energy_ha="-0.507 / -0.507"
C -3.1986 -0.4959 0.5755
C 0.9071 -1.2339 0.0430
C 1.0553 0.9981 0.0283
C 0.2585 -0.0848 0.1489
C -4.1087 -0.0926 -0.2127
C 2.4297 0.3792 -0.0012
N 2.1807 -1.0261 -0.0256
H 0.8390 2.0431 0.1626
H -4.3579 0.7944 -0.7290
H -4.7535 -0.9598 -0.0268
H 2.9777 0.9530 -0.6990
H 3.0363 0.5554 0.9806
H 2.7343 -1.8301 -0.2447



Relative energies in hartree: P 0.0547; Q 0.0000; R 0.1139; S 0.1780



--- P ---
10
Properties=species:S:1:pos:R:3 method="wB97M-V/def2-TZVPD" homo_energy_ha=-0.367
C -2.0289 0.0763 0.0549
C -0.6464 0.1860 -0.1589
C 0.6495 -0.1543 -0.4282
C 1.9947 0.2829 -0.0346
O 2.2944 1.5041 -0.0194
O 2.8422 -0.8463 0.0919
H -2.6975 0.9724 -0.3810
H -2.3385 -0.8640 -0.0469
H -2.0197 0.3285 1.1153
H 1.9503 -1.4857 -0.1932



--- Q ---
10
Properties=species:S:1:pos:R:3 method="wB97M-V/def2-TZVPD" homo_energy_ha=-0.290
O -2.1884 -0.8944 1.0575
C -1.5001 -0.1348 0.1658
C -0.3326 -0.5113 -0.2885
C 0.8928 -0.6855 -0.5789
C 2.0429 -0.0758 -0.3206
O 2.0767 1.2683 -0.3552
H -3.1085 -0.6412 0.9695
H -1.9837 0.7489 -0.2489
H 2.9752 -0.5594 -0.0870
H 1.1258 1.4853 -0.3139



--- R ---
10
Properties=species:S:1:pos:R:3 method="wB97M-V/def2-TZVPD" homo_energy_ha=-0.392
O 1.3614 -1.0641 -0.3882
C 0.1573 -0.5308 -0.8717
C -0.2689 0.6886 -0.0476
C -0.2701 1.9053 -0.5128
C -0.7600 0.4218 1.3513
O -1.3424 -0.5957 1.6249
H 2.0731 -0.4469 -0.6008
H -0.6090 -1.2946 -0.7204
H 0.2064 -0.2830 -1.9383
H -0.5478 1.1995 2.1037



--- S ---
10
Properties=species:S:1:pos:R:3 method="wB97M-V/def2-TZVPD" homo_energy_ha=-0.335
C -0.8381 0.5857 0.2338
C 0.2336 -0.1724 0.4465
C 1.2795 -0.5682 -0.5866
O 2.5477 -1.1777 0.0878
C 2.7144 0.0887 0.0251
O 3.4739 0.9616 0.2124
H -1.4510 0.9270 1.0606
H -1.2818 0.9781 -0.7006
H 0.3117 -0.7985 1.3439
H 1.0757 -0.8363 -1.6043



Relative energies in hartree: P 0.0443; Q 0.0260; R 0.0479; S 0.0000